1.
C13H52N8O13 | the ωB97M-V functional and the def2-TZVPD basis

Last column: Löwdin charge in e.
Cartesian coordinates (Å):
C -1.86 -2.58 -0.66  -0.619
O -3.14 -2.40 -0.11  -0.106
N -1.43 -2.13 -1.81  0.144
N -0.94 -3.23 -0.03  0.121
H -2.19 -1.58 -2.28  0.066
H -0.59 -2.48 -2.26  0.118
H -1.29 -3.79 0.81  0.150
H -0.02 -3.54 -0.47  0.152
C 0.39 0.44 0.49  -0.574
O 0.96 1.51 1.12  -0.081
N 0.34 -0.77 1.05  0.168
N -0.24 0.41 -0.63  0.173
H 0.57 -0.72 2.07  0.070
H 0.05 -1.69 0.66  0.078
H -0.10 1.28 -1.26  0.097
H -0.56 -0.45 -1.04  0.079
C -2.62 0.15 -3.67  -0.606
O -2.08 1.39 -3.58  -0.087
N -3.25 -0.35 -2.66  0.147
N -2.85 -0.47 -4.78  0.190
H -3.00 -0.02 -1.75  0.059
H -3.86 -1.19 -2.60  0.153
H -2.48 -0.03 -5.61  0.121
H -3.36 -1.40 -4.82  0.170
C -0.14 3.49 -1.91  -0.571
O 0.87 4.30 -1.32  -0.151
N -1.39 3.69 -1.80  0.171
N 0.18 2.33 -2.51  0.093
H -1.74 4.48 -1.21  0.149
H -2.10 3.14 -2.34  0.117
H 1.21 2.15 -2.57  0.086
H -0.57 1.78 -2.97  0.042
C -2.01 -1.91 3.19  -0.154
O -2.25 -1.79 4.58  -0.108
H -1.50 -0.97 2.98  0.054
H -2.99 -1.85 2.66  0.089
H -1.35 -2.78 3.04  0.072
H -2.53 -2.63 4.90  0.053
C 0.48 -0.52 -4.63  -0.160
O -0.09 -1.02 -5.83  -0.124
H 0.26 0.57 -4.47  0.092
H 1.52 -0.62 -4.60  0.051
H 0.13 -1.14 -3.79  0.056
H -0.46 -1.91 -5.59  0.096
C 2.97 -1.75 -0.89  -0.141
O 2.48 -1.41 -2.16  -0.135
H 2.68 -1.16 -0.10  0.026
H 4.10 -1.84 -0.97  0.118
H 2.66 -2.78 -0.69  0.072
H 2.70 -2.16 -2.73  0.106
C 1.81 -3.76 2.40  -0.161
O 1.17 -4.70 1.56  -0.136
H 2.37 -4.16 3.25  0.086
H 1.00 -3.05 2.70  0.067
H 2.54 -3.07 1.94  0.067
H 0.28 -4.87 1.91  0.078
C 2.76 -0.42 3.25  -0.119
O 1.49 -0.67 3.85  -0.118
H 3.00 0.58 3.33  0.062
H 2.62 -0.64 2.17  0.066
H 3.45 -1.02 3.86  0.097
H 1.55 -0.05 4.51  0.036
C -0.75 2.27 3.68  -0.164
O -2.03 2.04 4.24  -0.120
H -0.24 1.33 3.44  0.044
H -0.09 2.93 4.19  0.068
H -0.92 2.64 2.61  0.099
H -2.02 1.55 5.06  0.069
C -3.18 0.46 1.04  -0.136
O -2.95 0.92 -0.26  -0.138
H -2.56 -0.41 1.12  0.025
H -4.19 0.34 1.27  0.085
H -2.76 1.10 1.80  0.072
H -1.97 0.91 -0.28  0.033
C 3.27 1.86 -1.13  -0.126
O 2.66 1.39 -2.29  -0.087
H 2.87 1.39 -0.23  0.060
H 3.28 2.92 -1.11  0.077
H 4.34 1.59 -0.99  0.088
H 2.47 0.52 -2.22  -0.029
C 1.87 4.66 1.72  -0.198
O 2.27 3.57 2.45  -0.111
H 1.81 5.54 2.36  0.073
H 0.89 4.49 1.36  0.044
H 2.45 5.01 0.84  0.078
H 1.92 2.76 2.15  -0.013

Results
largest force on an atom: 8.59 eV/A
energy: -52856.6962 eV
HOMO level: -8.21 eV
frontier orbital gap: 0.274 Ha
2S+1: 1

2.
C13H52O13 | the ωB97M-V functional and the def2-TZVPD basis

Last column: Löwdin charge in e.
Cartesian coordinates (Å):
C 3.35 1.95 -3.99  -0.151
O 2.72 0.74 -3.60  -0.146
H 4.36 1.74 -4.35  0.069
H 2.84 2.38 -4.86  0.073
H 3.36 2.58 -3.11  0.078
H 2.58 0.86 -2.65  0.001
C 4.02 0.20 -0.64  -0.131
O 2.85 0.96 -0.83  -0.145
H 4.55 0.37 0.29  0.082
H 3.91 -0.88 -0.63  0.075
H 4.72 0.32 -1.47  0.083
H 2.52 1.38 -0.03  0.041
C 1.01 -3.64 1.54  -0.109
O 1.30 -2.44 0.79  -0.153
H 1.90 -3.89 2.13  0.075
H 0.24 -3.43 2.28  0.072
H 0.78 -4.48 0.89  0.079
H 0.49 -2.00 0.52  0.003
C -2.55 4.90 0.01  -0.160
O -1.61 3.97 -0.53  -0.138
H -2.84 5.69 -0.67  0.078
H -3.48 4.41 0.31  0.069
H -2.13 5.35 0.91  0.070
H -1.25 3.45 0.19  0.022
C -0.22 -0.04 0.03  -0.091
O -0.88 -1.31 -0.25  -0.134
H -0.85 0.72 -0.44  0.092
H -0.06 0.15 1.09  0.072
H 0.74 0.07 -0.47  0.071
H -1.80 -1.25 0.03  0.048
C -3.25 -2.63 3.44  -0.209
O -2.93 -1.45 2.88  -0.115
H -2.63 -2.85 4.31  0.087
H -4.31 -2.71 3.66  0.081
H -3.02 -3.40 2.71  0.078
H -3.28 -1.44 1.99  0.021
C 2.04 -2.60 -2.61  -0.204
O 2.62 -3.43 -1.68  -0.094
H 1.23 -3.07 -3.16  0.060
H 1.62 -1.65 -2.27  0.075
H 2.68 -2.46 -3.48  0.085
H 2.15 -3.30 -0.85  0.031
C 2.64 3.76 1.49  -0.116
O 2.39 2.35 1.68  -0.124
H 3.55 4.10 1.99  0.077
H 2.59 4.27 0.52  0.087
H 1.95 4.38 2.07  0.068
H 1.67 2.17 2.28  0.065
C -4.75 -2.49 -0.01  -0.165
O -3.86 -1.47 0.27  -0.108
H -5.43 -2.32 -0.85  0.093
H -4.22 -3.43 -0.17  0.087
H -5.49 -2.76 0.74  0.086
H -4.46 -0.73 0.17  0.115
C -1.70 -3.12 -2.40  -0.143
O -1.98 -4.05 -3.48  -0.112
H -2.10 -3.42 -1.44  0.057
H -0.63 -3.04 -2.20  0.045
H -2.06 -2.10 -2.55  0.076
H -2.53 -4.81 -3.26  0.065
C 2.32 -0.73 3.73  -0.169
O 2.30 -0.03 4.94  -0.119
H 3.30 -0.59 3.28  0.084
H 2.07 -1.78 3.86  0.077
H 1.61 -0.23 3.07  0.061
H 2.82 -0.53 5.57  0.076
C -0.42 2.59 -3.35  -0.172
O -0.16 3.60 -4.31  -0.109
H 0.36 2.39 -2.61  0.067
H -1.24 2.89 -2.68  0.048
H -0.68 1.62 -3.75  0.078
H -0.94 3.77 -4.84  0.073
C -1.98 1.69 2.38  -0.127
O -1.19 2.79 1.95  -0.134
H -2.06 0.81 1.75  0.053
H -1.48 1.33 3.29  0.087
H -2.92 2.08 2.76  0.089
H -0.78 3.20 2.71  0.094

Results
largest force on an atom: 3.37 eV/A
energy: -40934.6841 eV
HOMO level: -9.03 eV
frontier orbital gap: 0.331 Ha
2S+1: 1

> Which value of frontier orbital gap does entry 2 give?

0.331 Ha